No. 1
DFT (ωB97M-V/def2-TZVPD) results for a 10-piece molecular cluster, C41H78F18N4O18S6 overall at a distorted geometry.

Last column: Mulliken charge in e.
CARTESIAN COORDINATES (ANGSTROEM)
S  -0.01  -7.54  10.11  1.053
S  3.14  -1.34  -6.32  1.077
S  3.95  7.12  0.30  1.051
S  5.87  0.34  9.01  1.104
S  -3.13  3.13  5.81  1.051
S  -7.91  2.14  -3.17  1.071
F  0.71  -6.04  7.86  -0.219
F  3.18  4.67  -0.87  -0.236
F  -10.47  1.43  -2.69  -0.225
F  -5.29  2.18  4.48  -0.218
F  -9.09  0.35  -1.45  -0.232
F  -5.79  2.61  6.58  -0.224
F  3.28  4.66  1.28  -0.222
F  -1.38  -6.89  7.82  -0.205
F  2.18  -3.78  -5.32  -0.245
F  -9.30  -0.22  -3.47  -0.247
F  4.30  -3.39  -4.94  -0.232
F  -5.40  4.28  5.25  -0.234
F  3.54  -1.09  9.26  -0.236
F  3.55  0.96  10.05  -0.213
F  3.63  -3.90  -6.91  -0.219
F  5.17  4.76  0.20  -0.217
F  0.33  -8.14  7.53  -0.230
F  3.41  0.60  7.85  -0.205
O  -6.70  1.70  -2.47  -0.621
O  5.10  7.48  1.17  -0.631
O  -8.42  3.45  -2.78  -0.663
O  6.33  -0.41  7.83  -0.692
O  -0.73  -8.81  10.23  -0.666
O  -3.13  3.99  6.98  -0.675
O  3.32  -0.64  -5.07  -0.622
O  -0.65  -6.48  10.91  -0.653
O  2.60  7.46  0.91  -0.660
O  4.01  7.44  -1.13  -0.660
O  6.26  1.74  9.03  -0.644
O  1.40  -7.74  10.42  -0.636
O  1.84  -1.12  -7.02  -0.664
O  6.25  -0.44  10.19  -0.686
O  -2.75  1.74  6.15  -0.662
O  -7.87  2.08  -4.64  -0.666
O  -2.45  3.76  4.68  -0.612
O  4.23  -1.02  -7.28  -0.680
N  -0.63  -1.59  0.18  0.217
N  -2.85  8.03  -1.12  0.228
N  7.44  -7.53  8.31  0.163
N  -3.57  1.99  -11.22  -0.158
C  7.12  -7.06  5.37  -0.599
C  -0.14  -7.08  8.18  0.557
C  -1.95  7.21  -2.03  -1.081
C  -1.66  5.18  -3.51  -1.261
C  3.31  -3.20  -5.85  0.585
C  6.30  -8.14  7.54  -0.837
C  -3.08  10.47  -0.69  -0.556
C  -1.01  -1.73  -1.30  -0.794
C  -4.46  9.88  -1.04  -0.689
C  -4.38  4.23  -12.32  -0.643
C  7.85  -8.56  9.41  -0.805
C  1.79  -2.34  1.90  -0.637
C  -3.28  3.11  -12.25  -0.709
C  -4.09  8.64  -1.82  -0.678
C  -6.53  -0.25  -10.43  -1.452
C  8.93  -8.93  11.74  -1.362
C  -9.28  0.86  -2.66  0.583
C  -2.57  5.88  -2.51  -0.360
C  -0.36  -3.02  0.72  -0.827
C  -2.11  9.33  -0.53  -0.528
C  9.03  -8.25  10.32  -0.427
C  -1.75  -0.91  1.01  -0.981
C  -3.30  7.17  0.06  -1.157
C  -2.79  -2.64  -3.07  -1.330
C  -5.01  0.00  -10.53  -0.362
C  3.92  5.14  0.20  0.577
C  -4.94  3.75  -9.88  -0.536
C  3.97  0.22  9.01  0.573
C  -4.78  1.08  -11.59  -0.806
C  -2.40  -2.50  -1.58  -0.258
C  -2.26  1.13  -11.21  -0.977
C  5.97  -7.32  6.26  -0.782
C  7.03  -6.19  8.98  -1.028
C  0.52  -3.08  2.04  -0.869
C  -5.07  3.00  5.50  0.575
C  -4.69  4.84  -10.95  -0.661
C  0.74  -0.82  0.13  -0.600
C  1.48  -0.92  1.42  -0.648
C  8.34  -6.48  6.11  -0.679
C  8.69  -7.29  7.34  -0.651
C  -3.69  2.76  -9.90  -0.812
H  -2.74  5.22  -1.67  0.420
H  -4.78  7.80  -1.71  0.424
H  -6.96  -0.45  -11.41  0.355
H  7.37  -7.98  4.86  0.291
H  -2.45  6.54  0.30  0.404
H  -1.74  7.98  -2.78  0.444
H  -3.02  11.02  0.24  0.338
H  -1.19  9.53  -1.08  0.300
H  -4.04  5.08  -12.92  0.379
H  9.29  -7.19  10.39  0.322
H  2.32  -2.44  2.85  0.423
H  -4.53  -0.94  -10.83  0.452
H  -0.26  -2.26  -1.89  0.462
H  8.36  -8.31  12.43  0.360
H  -2.30  3.59  -12.25  0.431
H  9.19  -6.51  5.43  0.378
H  -1.74  5.77  -4.42  0.310
H  -4.52  0.64  -12.55  0.405
H  9.94  -8.63  9.85  0.379
H  -3.16  -1.65  -3.33  0.353
H  -1.05  7.00  -1.45  0.671
H  -1.86  9.11  0.51  0.366
H  0.67  -4.14  2.26  0.383
H  -1.98  0.10  0.69  0.359
H  -2.15  0.75  -12.23  0.400
H  -2.71  -1.42  1.02  0.328
H  -3.25  2.52  -13.16  0.455
H  -5.07  4.24  -8.91  0.395
H  -5.01  9.57  -0.15  0.308
H  -1.21  -0.68  -1.51  0.442
H  7.97  -5.74  9.30  0.397
H  2.52  -0.58  1.39  0.353
H  5.55  -6.42  6.70  0.331
H  6.52  -9.14  7.17  0.353
H  -2.13  -3.50  -1.24  0.310
H  -0.67  5.08  -3.07  0.355
H  -1.34  -3.46  0.88  0.453
H  -1.44  1.80  -10.94  0.421
H  8.90  -8.31  7.04  0.406
H  8.49  -9.93  11.71  0.347
H  -4.56  0.16  -9.56  0.354
H  -7.10  0.58  -9.99  0.351
H  -2.78  11.23  -1.41  0.348
H  1.39  -1.22  -0.65  0.380
H  -2.35  0.41  -10.41  0.423
H  6.66  -5.46  8.25  0.455
H  -3.89  5.52  -10.65  0.328
H  0.08  -3.59  -0.10  0.494
H  7.01  -8.67  10.10  0.507
H  9.95  -8.97  12.11  0.395
H  0.97  -0.29  2.15  0.381
H  5.43  -8.24  8.18  0.596
H  -4.11  6.53  -0.28  0.399
H  -3.47  -3.46  -3.27  0.354
H  -3.62  7.79  0.90  0.452
H  0.51  0.20  -0.17  0.500
H  9.50  -6.87  7.93  0.500
H  -5.58  5.45  -11.06  0.366
H  -5.24  3.96  -12.93  0.361
H  -5.08  10.56  -1.63  0.386
H  -5.61  1.77  -11.75  0.529
H  -5.84  3.17  -10.09  0.211
H  7.99  -9.56  8.99  0.437
H  6.40  -6.28  9.86  0.358
H  -3.56  6.06  -2.92  0.358
H  -0.15  -2.66  2.79  0.387
H  -1.96  -2.84  -3.75  0.361
H  2.31  -2.92  1.14  0.285
H  -3.74  2.02  -9.10  0.592
H  -1.34  -0.75  2.01  0.459
H  -2.80  3.36  -9.70  0.507
H  5.09  -7.72  5.75  0.465
H  -2.20  4.23  -3.58  0.359
H  -6.75  -1.13  -9.82  0.402
H  -3.20  -2.04  -0.99  0.262
H  8.15  -5.43  6.31  0.377
H  -3.90  8.75  -2.88  0.435
H  6.66  -6.46  4.58  0.351

Computed properties:
- Charge: -2
- HOMO-LUMO gap: 4.89 eV
- LUMO level: 0.69 eV
- Energy above the lowest of the compared OMol25 structures with the same formula, charge and spin: 1077.1 kJ/mol
- HOMO level: -4.2 eV

=====

No. 2
DFT (ωB97M-V/def2-TZVPD) results for a 3-piece molecular cluster, C41H79BBr2FN5O13S overall at a distorted geometry.

Last column: Mulliken charge in e.
CARTESIAN COORDINATES (ANGSTROEM)
Br  8.85  -0.85  4.09  -0.086
Br  11.09  2.79  3.93  -0.158
S  2.74  1.40  -2.00  1.187
F  1.14  1.18  -2.19  -0.121
O  7.03  0.86  2.29  -0.014
O  -0.28  1.44  2.14  -0.093
O  1.72  -1.42  0.69  -0.366
O  2.92  2.80  -1.90  -0.657
O  2.08  -1.56  -1.66  -0.433
O  6.32  0.03  -2.40  -0.356
O  3.38  0.74  -3.05  -0.614
O  -5.13  0.61  0.13  -0.618
O  -0.57  1.52  4.36  -0.553
O  -8.54  -2.71  -3.20  -0.537
O  7.90  5.90  2.57  -0.515
O  5.05  -0.53  2.53  -0.077
O  4.26  0.33  0.02  -0.385
N  -8.36  -3.80  -3.88  0.410
N  8.49  6.12  4.75  -0.548
N  7.83  -1.00  -1.07  -0.620
N  5.58  2.13  5.42  -0.364
N  -5.23  1.31  -0.95  0.496
C  -2.15  0.29  3.14  -0.983
C  5.01  -1.86  2.04  0.225
C  9.61  1.81  4.86  -0.039
C  -7.64  0.63  -0.80  -1.867
C  8.76  1.10  3.79  -1.628
C  -10.49  -5.02  -3.27  -1.299
C  -8.69  -4.82  -1.60  -1.963
C  -2.74  1.43  -0.68  -1.772
C  2.97  0.58  -0.34  1.938
C  0.93  2.19  2.33  -1.114
C  -3.78  2.54  -2.55  -1.722
C  -10.97  -4.88  -4.71  -0.509
C  -4.88  -0.44  -3.29  -0.752
C  7.41  3.07  3.11  -0.857
C  5.87  0.34  1.75  -0.799
C  6.25  -2.69  2.38  -1.407
C  -8.30  -4.62  -6.25  -2.016
C  -8.27  -6.26  -3.49  -1.556
C  7.01  0.14  -1.45  0.159
C  -8.87  -3.58  -5.27  1.904
C  7.80  5.47  3.66  -0.176
C  -8.37  -2.24  -5.82  -1.899
C  -6.14  -0.51  -2.43  -0.806
C  -0.91  1.15  3.29  0.781
C  -8.96  -4.93  -3.10  1.695
C  7.26  1.57  3.51  2.255
C  6.49  1.16  4.78  -1.710
C  -3.69  0.00  -2.45  -1.318
C  4.16  2.31  1.63  -1.401
C  2.04  1.24  2.76  -0.502
C  -10.39  -3.62  -5.34  -1.247
C  9.03  2.80  5.88  -1.086
C  -3.92  1.29  -1.65  2.038
C  -6.90  1.84  -2.76  -2.086
C  7.16  1.43  -0.63  -0.455
C  3.43  1.90  2.92  -0.525
C  -6.42  0.81  -1.71  1.852
C  6.94  4.25  3.97  -0.612
C  0.30  -1.54  0.55  -0.958
C  5.87  2.09  -0.14  -1.277
C  4.98  1.26  0.86  0.554
B  2.22  -0.87  -0.48  0.558
H  -7.49  -0.18  -0.07  0.382
H  -8.52  0.37  -1.38  0.375
H  6.42  -2.55  3.45  0.272
H  8.74  -0.69  -0.75  0.332
H  -8.92  -7.11  -3.27  0.318
H  -5.02  0.23  -4.14  0.309
H  -2.86  2.29  -0.02  0.566
H  1.18  2.66  1.37  0.429
H  -8.76  -5.60  -6.16  0.418
H  -1.81  1.57  -1.24  0.412
H  -0.16  -1.71  1.52  0.320
H  -2.81  0.12  -3.09  0.438
H  -7.28  -2.17  -5.76  0.416
H  7.36  -1.58  -0.38  0.257
H  9.71  2.83  6.74  0.480
H  3.42  2.78  0.96  0.799
H  -9.00  -5.74  -1.10  0.409
H  -3.44  3.40  -1.97  0.409
H  3.99  1.28  3.61  -0.368
H  -8.49  -4.31  -7.28  0.461
H  9.07  3.80  5.48  0.091
H  -7.85  1.54  -0.25  0.460
H  6.93  4.15  5.05  0.565
H  6.09  -3.75  2.17  0.474
H  -2.99  0.81  3.58  0.349
H  -7.99  -6.34  -4.54  0.333
H  -0.16  -0.66  0.09  0.258
H  4.19  -2.35  2.58  0.576
H  0.82  3.02  3.03  0.401
H  5.24  2.23  -1.02  0.415
H  3.25  2.83  3.48  1.011
H  -2.01  -0.64  3.69  0.302
H  10.16  1.05  5.41  0.716
H  6.93  3.18  2.14  -0.435
H  -9.23  -4.00  -1.13  0.356
H  7.20  0.89  5.56  0.680
H  6.09  3.10  0.22  0.519
H  2.30  1.15  0.30  -1.582
H  -10.71  -5.77  -5.29  0.281
H  -6.99  2.83  -2.32  0.380
H  -2.61  0.54  -0.07  -0.101
H  4.89  1.61  5.95  0.411
H  -3.05  2.37  -3.35  0.332
H  7.93  1.24  0.12  -0.014
H  6.23  -0.36  0.98  -0.175
H  7.16  -2.33  1.88  0.228
H  -6.99  -0.79  -3.06  0.050
H  -10.71  -3.55  -6.38  0.382
H  8.04  2.60  6.28  0.240
H  -7.22  -4.73  -6.14  0.409
H  1.77  0.85  3.74  0.893
H  -7.89  1.56  -3.13  0.458
H  -2.35  0.03  2.10  0.086
H  4.73  -1.94  0.99  -0.023
H  7.64  2.14  -1.32  0.660
H  9.48  5.90  4.72  0.207
H  -8.65  -2.14  -6.87  0.511
H  4.83  3.13  1.89  0.809
H  -6.02  -1.32  -1.70  0.461
H  -6.27  1.90  -3.64  0.451
H  -12.07  -4.82  -4.72  0.399
H  5.06  2.72  4.78  -0.026
H  0.04  -2.41  -0.07  0.398
H  8.44  7.13  4.65  0.328
H  -7.62  -4.68  -1.40  0.475
H  -10.82  -2.74  -4.84  0.349
H  2.14  0.37  2.11  -0.285
H  -4.70  2.87  -3.03  0.341
H  -3.45  -0.81  -1.76  0.367
H  -7.35  -6.40  -2.93  0.414
H  -4.68  -1.43  -3.72  0.423
H  5.94  0.22  4.67  0.441
H  1.25  -1.31  -2.10  0.341
H  8.46  3.25  2.86  1.040
H  9.24  1.22  2.82  0.814
H  5.93  4.57  3.67  0.625
H  -10.96  -4.22  -2.68  0.372
H  -10.85  -5.95  -2.85  0.426
H  -8.80  -1.39  -5.30  0.308

Computed properties:
- Spin multiplicity: 3
- HOMO-LUMO gap (spin up / spin down): 8.95 / 9.34 eV
- LUMO level (spin up / spin down): 0.41 / -0.02 eV
- HOMO level (spin up / spin down): -8.5 / -9.4 eV

=====

No. 3
DFT (ωB97M-V/def2-TZVPD) results for a 9-piece molecular cluster, C41H80F9N5O10 overall at a distorted geometry.

Last column: Mulliken charge in e.
CARTESIAN COORDINATES (ANGSTROEM)
F  1.66  2.38  -4.85  -0.317
F  5.52  -1.88  4.40  -0.292
F  -4.72  0.22  0.70  -0.327
F  -0.09  3.51  -5.39  -0.324
F  -4.23  -0.99  -1.00  -0.327
F  4.97  -2.59  2.52  -0.235
F  -2.75  -0.10  0.22  -0.149
F  5.51  -4.00  4.05  -0.319
F  -0.29  1.50  -4.58  -0.153
O  -0.80  3.75  -2.34  -0.748
O  3.36  -2.83  5.81  -0.258
O  -1.08  4.95  2.72  -0.466
O  -0.92  4.44  0.46  -0.429
O  5.88  0.84  -2.31  -0.427
O  2.55  -1.80  4.11  -0.694
O  -3.28  2.72  -0.76  -0.724
O  -5.17  2.07  -1.60  -0.373
O  1.53  4.01  -2.77  0.102
O  -2.57  5.10  1.11  -0.581
N  -0.33  0.57  1.38  1.860
N  2.68  -1.03  -3.13  -0.324
N  1.16  -0.82  0.63  0.827
N  2.33  2.48  3.40  0.647
N  2.87  2.65  1.23  0.317
C  0.72  -0.04  -0.43  -0.969
C  2.69  6.04  -2.54  -1.020
C  -6.05  1.07  -2.06  0.561
C  -3.93  0.15  -0.32  0.500
C  4.90  -1.33  -4.09  -1.735
C  -3.89  1.52  -1.24  0.421
C  4.54  -3.67  7.78  -1.132
C  1.66  5.29  -3.34  -0.533
C  3.24  1.52  3.06  -0.720
C  2.17  -1.82  0.49  0.736
C  -1.22  -1.43  -3.76  -0.366
C  -6.09  -0.23  -6.13  -1.076
C  -4.52  -3.19  5.36  -1.380
C  -2.33  -2.51  -3.59  -0.348
C  6.44  2.15  -2.58  -0.688
C  -4.16  -2.38  4.13  -0.152
C  2.13  3.21  2.23  -0.458
C  -3.24  -2.49  -4.83  -0.997
C  -1.25  1.23  2.25  -0.828
C  0.34  3.26  -3.01  1.407
C  -3.20  -4.07  2.59  -1.114
C  1.77  -2.97  -0.45  -1.238
C  1.71  2.77  4.65  -0.520
C  -3.93  -1.19  -5.34  0.459
C  3.63  1.66  1.75  -0.410
C  0.38  2.68  -4.49  0.299
C  3.40  -2.91  4.37  -0.398
C  -0.83  -4.64  1.78  -1.271
C  -1.50  4.87  1.48  0.394
C  2.86  3.03  -0.15  -0.224
C  4.48  0.72  -2.69  -0.207
C  0.45  -0.45  1.77  -1.235
C  -1.83  -3.53  2.33  0.909
C  -0.16  0.87  0.07  -1.207
C  -7.22  1.83  -2.67  -1.695
C  3.65  -4.06  6.61  -0.275
C  4.11  -0.79  -2.96  0.679
C  -4.33  -3.05  2.73  -0.399
C  -5.27  -1.46  -5.98  -0.584
C  2.49  3.84  5.48  -1.295
C  4.85  -2.85  3.82  0.856
H  -8.03  1.30  -3.17  0.376
H  -7.67  2.33  -1.82  0.464
H  -0.68  1.67  -0.44  0.811
H  -3.63  -4.74  1.84  0.337
H  1.82  5.35  -4.41  0.344
H  -3.13  -2.12  4.35  0.113
H  5.60  -3.85  7.63  0.278
H  -1.94  -2.65  1.69  -0.302
H  -2.72  -2.96  -5.66  0.247
H  -6.84  2.67  -3.26  0.348
H  -3.43  1.24  -2.18  -0.034
H  -0.28  -1.80  -3.35  0.146
H  2.45  -2.11  1.50  -0.314
H  3.60  0.79  3.77  0.467
H  4.41  1.10  1.25  0.580
H  -5.53  -3.58  5.21  0.312
H  -5.26  -3.62  2.68  0.396
H  -2.02  1.73  1.66  0.093
H  3.56  5.39  -2.59  0.180
H  -4.77  -1.48  4.17  0.444
H  3.85  2.79  -0.55  -0.131
H  2.68  4.11  -0.13  0.374
H  -4.15  -0.67  -4.40  -0.482
H  3.12  -1.37  0.18  -0.137
H  4.35  -2.62  8.03  0.261
H  -1.36  -3.13  3.23  0.271
H  0.19  -4.27  1.86  0.142
H  6.16  2.83  -1.78  0.226
H  1.54  1.86  5.22  0.499
H  2.80  -3.76  4.06  0.258
H  4.31  -1.29  -2.01  -0.113
H  -3.12  -4.79  3.41  0.318
H  1.38  3.98  2.10  0.278
H  2.48  4.85  5.05  0.326
H  4.43  -4.24  8.70  0.370
H  -4.53  -2.49  6.20  0.397
H  -5.83  -2.29  -5.53  0.353
H  -1.09  -1.12  -4.80  0.390
H  4.30  -4.81  6.15  0.211
H  -5.57  0.71  -6.32  0.299
H  2.45  -3.74  -0.10  0.536
H  4.38  1.28  -3.62  0.551
H  4.70  -2.39  -4.22  0.436
H  -6.79  -0.38  -6.95  0.410
H  1.98  2.63  -0.65  0.015
H  -5.12  -1.79  -7.00  0.366
H  -5.79  0.50  -2.96  -0.150
H  -6.66  -0.16  -5.21  0.114
H  3.49  3.60  5.85  0.333
H  2.39  -1.92  -3.53  0.285
H  2.01  4.05  6.43  0.435
H  1.12  -0.15  -1.42  0.841
H  -1.67  0.51  2.95  0.273
H  -1.05  -4.85  0.73  0.259
H  6.17  2.45  -3.59  0.369
H  -3.32  -0.49  -5.91  0.471
H  2.94  7.04  -2.88  0.383
H  3.73  1.18  -2.03  -0.058
H  2.72  -4.59  6.82  0.385
H  0.76  -3.34  -0.28  0.160
H  -1.58  -0.54  -3.25  -0.046
H  2.38  6.18  -1.51  0.149
H  0.62  2.43  -2.35  -1.075
H  -2.95  -2.43  -2.69  -0.034
H  -6.50  0.37  -1.36  0.089
H  0.68  -0.78  2.78  0.650
H  -0.65  2.02  2.71  -0.102
H  0.73  5.85  -3.27  0.330
H  0.68  3.07  4.51  0.261
H  1.96  -2.90  -1.52  0.058
H  5.97  -1.10  -4.02  0.346
H  -4.07  -3.13  -4.54  0.400
H  2.18  -0.37  -3.71  0.076
H  -0.97  -5.56  2.35  0.464
H  7.51  2.10  -2.38  0.259
H  -1.83  -3.43  -3.33  0.401
H  -4.37  -2.43  1.83  0.032
H  -3.84  -4.02  5.48  0.296
H  -1.79  5.43  3.15  0.230
H  4.52  -0.90  -5.01  0.371

Computed properties:
- Charge: -2
- HOMO-LUMO gap: 3.95 eV
- LUMO level: 3.60 eV
- HOMO level: -0.3 eV

=====

| no. | electronic energy (hartree) | M (Da) |
| --- | --- | --- |
| 1 | -7368.85193 | 1449.45 |
| 2 | -8532.31645 | 1071.79 |
| 3 | -3534.80094 | 974.10 |